# 1
The following is a quantum chemistry calculation of C38H54AsBrKN3O2SSi as an isolated structure, from the OMol25 dataset.

Geometry as ORCA input:
```
! wB97M-V def2-TZVPD RIJCOSX def2/J DEFGRID3
* xyz -2 1
K 0.049 0.804 0.865
S -0.281 -0.797 3.632
C -1.442 -2.064 3.931
C -1.845 -2.425 5.232
C -2.741 -3.453 5.461
C -3.286 -4.176 4.403
C -2.911 -3.843 3.108
C -2.010 -2.812 2.873
As -1.476 -2.204 1.109
C 0.229 -3.171 0.911
C 0.755 -3.318 -0.367
C 1.960 -3.974 -0.576
C 2.664 -4.481 0.506
C 2.150 -4.333 1.788
C 0.939 -3.685 1.991
C -2.546 -3.471 0.008
C -3.746 -2.969 -0.498
C -4.566 -3.744 -1.307
C -4.192 -5.041 -1.637
C -2.997 -5.550 -1.146
C -2.184 -4.772 -0.330
H -1.426 -1.867 6.061
H -3.021 -3.697 6.482
H -3.989 -4.982 4.579
H -3.327 -4.397 2.273
H 0.210 -2.927 -1.219
H 2.364 -4.060 -1.578
H 3.621 -4.966 0.353
H 2.705 -4.706 2.640
H 0.557 -3.551 2.995
H -4.036 -1.947 -0.269
H -5.492 -3.328 -1.688
H -4.826 -5.648 -2.273
H -2.692 -6.560 -1.397
H -1.254 -5.184 0.046
C -1.657 5.573 1.472
N -2.218 4.495 0.702
C -3.529 4.615 0.200
C -4.068 3.488 -0.444
C -3.312 2.351 -0.507
N -2.065 2.222 0.036
C -1.530 3.288 0.666
O -0.406 3.245 1.215
N -3.776 1.148 -1.091
H -2.160 6.499 1.183
H -0.591 5.664 1.278
H -1.787 5.427 2.551
H -4.008 5.575 0.293
H -5.071 3.516 -0.849
H -4.276 1.294 -1.956
H -2.995 0.516 -1.231
C -1.234 -1.518 -3.862
O -1.268 -0.977 -2.513
C -0.274 -0.346 -1.950
C 0.942 -0.180 -2.804
H -0.341 -2.124 -4.003
H -1.266 -0.708 -4.590
H -2.125 -2.135 -3.936
H 0.787 -0.092 -3.884
H 1.563 -1.063 -2.591
H 1.531 0.648 -2.415
C 5.508 0.173 2.693
C 6.075 -0.749 1.604
C 7.538 -1.048 1.974
C 5.305 -2.076 1.716
Si 6.076 0.061 -0.180
Br 3.058 0.046 0.060
C 5.949 1.995 -0.453
C 7.364 2.518 -0.752
C 5.437 2.741 0.785
C 5.057 2.433 -1.627
C 5.892 -1.089 -1.751
C 7.294 -1.338 -2.333
C 5.040 -0.489 -2.878
C 5.286 -2.456 -1.419
H 5.500 -0.384 3.638
H 4.486 0.481 2.480
H 6.124 1.058 2.848
H 7.576 -1.506 2.973
H 8.145 -0.140 1.986
H 8.001 -1.736 1.263
H 5.289 -2.368 2.774
H 5.795 -2.884 1.173
H 4.274 -1.995 1.380
H 8.053 2.309 0.069
H 7.327 3.606 -0.910
H 7.784 2.057 -1.649
H 6.123 2.662 1.628
H 4.452 2.396 1.096
H 5.358 3.806 0.533
H 5.496 2.181 -2.592
H 4.966 3.526 -1.595
H 4.057 2.008 -1.567
H 7.775 -0.406 -2.636
H 7.217 -1.990 -3.216
H 7.952 -1.818 -1.606
H 5.511 0.383 -3.331
H 4.044 -0.211 -2.536
H 4.938 -1.245 -3.670
H 5.948 -3.057 -0.794
H 5.144 -3.009 -2.359
H 4.322 -2.368 -0.924
*
```

**Frontier orbital gap (alpha / beta)**: 0.154 / 0.127 Eh
**E_HOMO (alpha / beta)**: -0.400 / 0.334 eV

***

# 2
The following is a quantum chemistry calculation of C38H54AsCrN4O5P2 as an isolated structure, from the OMol25 dataset.

Geometry as ORCA input:
```
! wB97M-V def2-TZVPD RIJCOSX def2/J DEFGRID3
* xyz 1 5
Cr -0.148 0.496 -2.643
C 2.265 2.594 -1.414
C 2.691 1.449 -2.334
N 1.704 1.250 -3.398
C 1.566 2.364 -4.342
C 0.236 3.150 -4.175
N -0.748 2.496 -3.282
C -1.149 3.375 -2.171
C 0.039 3.654 -1.228
N 0.855 2.466 -1.096
H 2.432 3.553 -1.913
H 2.898 2.576 -0.522
H 2.722 0.517 -1.765
H 3.692 1.653 -2.737
H 1.999 0.421 -3.905
H 1.596 1.980 -5.365
H 2.411 3.055 -4.239
H -0.208 3.279 -5.166
H 0.448 4.150 -3.788
H -1.590 2.311 -3.824
H -1.933 2.863 -1.609
H -1.553 4.331 -2.537
H -0.361 3.993 -0.265
H 0.644 4.472 -1.630
H 0.715 2.014 -0.201
N -1.977 -0.331 -1.808
C -2.174 -1.781 -2.013
C -1.052 -2.612 -1.402
C 0.381 -2.335 -1.930
O 1.123 -3.269 -2.158
O 0.711 -1.104 -2.016
H -1.817 -0.214 -0.794
H -2.858 0.130 -2.042
H -2.248 -1.971 -3.082
H -3.120 -2.086 -1.542
H -1.258 -3.671 -1.555
H -1.018 -2.429 -0.324
C -0.881 -1.140 2.748
C -2.253 -0.843 3.312
As -2.396 -1.323 5.260
C -0.804 -0.289 5.779
C -1.028 1.012 6.222
C 0.028 1.865 6.488
C 1.331 1.434 6.290
C 1.569 0.137 5.869
C 0.509 -0.721 5.627
C -1.628 -3.123 5.168
C -0.849 -3.617 6.210
C -0.342 -4.904 6.166
C -0.615 -5.721 5.082
C -1.424 -5.257 4.059
C -1.936 -3.973 4.113
P -0.448 -0.249 1.154
C 1.351 -0.606 1.230
C 1.734 -1.946 1.177
C 3.070 -2.295 1.146
C 4.045 -1.311 1.160
C 3.676 0.022 1.205
C 2.337 0.374 1.241
C -0.632 1.463 1.819
C 0.084 1.992 2.887
C -0.223 3.252 3.367
C -1.260 3.984 2.812
C -1.984 3.465 1.753
C -1.660 2.216 1.258
H -0.763 -2.211 2.557
H -0.109 -0.838 3.464
H -3.037 -1.369 2.761
H -2.475 0.227 3.250
H -2.048 1.350 6.365
H -0.164 2.864 6.852
H 2.158 2.105 6.474
H 2.584 -0.209 5.726
H 0.716 -1.743 5.328
H -0.641 -2.984 7.067
H 0.262 -5.273 6.982
H -0.205 -6.719 5.037
H -1.664 -5.897 3.222
H -2.598 -3.630 3.326
H 0.991 -2.730 1.152
H 3.347 -3.338 1.106
H 5.088 -1.583 1.144
H 4.431 0.796 1.218
H 2.064 1.418 1.299
H 0.870 1.417 3.353
H 0.347 3.660 4.187
H -1.503 4.955 3.209
H -2.788 4.034 1.313
H -2.225 1.801 0.433
C 1.740 -1.446 -5.794
O 0.641 -1.001 -5.006
P -0.473 0.123 -5.388
O -1.841 -0.691 -5.031
C -2.088 -1.962 -5.635
O -0.392 -0.096 -7.032
C -1.138 0.795 -7.838
H 1.605 -1.192 -6.843
H 1.803 -2.528 -5.686
H 2.670 -1.003 -5.424
H -1.928 -1.919 -6.712
H -3.126 -2.224 -5.435
H -1.417 -2.708 -5.210
H -0.604 1.739 -7.951
H -2.120 0.992 -7.405
H -1.260 0.338 -8.818
*
```

**Frontier orbital gap (alpha / beta)**: 0.292 / 0.290 Eh
**E_HOMO (alpha / beta)**: -10.078 / -10.080 eV

***

# 3
The following is a quantum chemistry calculation of a 3-piece molecular cluster, C38H54BFN2O11 overall, from the OMol25 dataset.

Geometry as ORCA input:
```
! wB97M-V def2-TZVPD RIJCOSX def2/J DEFGRID3
* xyz 0 1
C 6.092 -3.775 2.655
O 5.652 -2.368 2.423
C 6.440 -1.884 1.248
C 5.641 -2.243 -0.157
C 4.236 -1.361 -0.234
C 3.031 -2.329 0.355
C 1.996 -1.502 1.376
C 0.455 -1.658 0.781
C -0.703 -1.216 1.877
C -0.343 0.164 2.705
C 0.130 1.419 1.762
C -1.098 2.365 1.217
C -2.252 1.547 0.389
C -3.729 1.247 1.103
C -4.917 0.402 0.353
C -4.625 -0.154 -1.162
C -3.169 0.129 -1.897
F -2.904 -0.419 -3.267
C -1.962 0.978 -1.124
C -0.549 1.141 -1.959
O -0.614 2.085 -3.087
C -1.701 3.064 -2.919
C -1.485 4.387 -1.952
O -2.866 2.953 -3.561
C -5.857 -1.033 -1.873
O -5.473 -1.910 -2.803
C -7.402 -0.741 -1.387
C -8.652 -1.010 -2.462
C -8.438 -1.549 -4.007
C -8.351 -3.212 -4.112
O -9.587 -3.817 -3.566
C -9.280 -4.636 -2.371
O -10.274 -4.905 -1.513
C -10.232 -0.730 -2.011
C -10.473 -0.148 -0.497
C -9.252 0.161 0.554
B -9.639 0.791 2.023
O -10.565 1.978 2.033
O -9.208 0.285 3.341
C -9.185 1.373 4.359
C -7.694 -0.147 0.149
C -6.375 0.067 1.100
O -6.325 -0.038 2.432
H 5.275 -4.345 3.288
H 7.115 -3.729 3.264
H 6.237 -4.384 1.656
H 7.506 -2.390 1.198
H 6.548 -0.707 1.411
H 6.319 -2.042 -1.115
H 5.335 -3.394 -0.222
H 4.351 -0.367 0.387
H 4.062 -1.026 -1.355
H 3.429 -3.236 0.998
H 2.369 -2.685 -0.557
H 2.331 -0.365 1.289
H 2.114 -1.854 2.486
H 0.282 -2.780 0.434
H 0.341 -0.901 -0.130
H -0.716 -2.085 2.695
H -1.787 -1.178 1.433
H -1.237 0.419 3.433
H 0.585 -0.103 3.399
H 0.824 2.104 2.429
H 0.773 1.114 0.826
H -1.574 2.888 2.153
H -0.645 3.199 0.531
H -3.861 1.684 2.203
H 0.371 1.431 -1.293
H -0.324 0.069 -2.425
H -1.351 5.311 -2.690
H -2.437 4.622 -1.296
H -0.491 4.337 -1.323
H -9.349 -1.253 -4.719
H -7.487 -1.041 -4.515
H -8.238 -3.579 -5.235
H -7.444 -3.519 -3.428
H -8.224 -5.082 -2.123
H -11.157 -0.913 -2.714
H -11.566 0.065 -0.139
H -10.098 2.787 1.671
H -10.251 1.520 4.840
H -8.803 2.410 3.910
H -8.426 1.133 5.247
C 7.734 2.533 0.663
C 6.330 2.211 1.094
O 5.851 1.085 0.969
N 5.578 3.210 1.638
C 5.949 4.585 1.869
H 8.203 1.635 0.251
H 7.721 3.303 -0.112
H 8.322 2.866 1.522
H 4.646 2.912 1.901
H 5.849 4.788 2.939
H 5.252 5.221 1.318
H 6.970 4.801 1.551
C 9.570 -0.528 -1.958
C 10.331 0.065 -0.805
O 9.769 0.671 0.105
N 11.687 -0.082 -0.785
C 12.529 -0.751 -1.748
H 8.502 -0.328 -1.831
H 9.897 -0.074 -2.897
H 9.717 -1.611 -1.986
H 12.125 0.346 0.022
H 13.069 -1.547 -1.229
H 13.248 -0.023 -2.133
H 11.961 -1.175 -2.576
*
```

**Frontier orbital gap**: 0.260 Eh
**Structure (SMILES)**: COCCCCCCCCCCc1cc2c(c(F)c1COC(C)=O)C(=O)c1c(CCOC=O)ccc(B(O)OC)c1C2=O.CNC(C)=O.CNC(C)=O
**E_HOMO**: -8.907 eV

***

# 4
The following is a quantum chemistry calculation of C38H55AsBrCl2N6O2Y as an isolated structure, from the OMol25 dataset.

Geometry as ORCA input:
```
! wB97M-V def2-TZVPD RIJCOSX def2/J DEFGRID3
* xyz 0 1
Y 0.675 0.190 0.299
C 4.984 0.580 -1.572
C 3.771 0.639 -0.697
N 2.573 0.664 -1.161
C 2.258 0.781 -2.573
C 0.754 0.563 -2.820
N -0.082 1.202 -1.777
C -1.537 1.111 -1.991
C -2.408 0.996 -0.701
N -1.711 0.555 0.531
C -2.315 -0.559 1.302
C -1.634 -0.723 2.670
N -0.194 -0.693 2.512
C 0.637 -1.009 3.438
C 0.256 -1.444 4.816
C 2.064 -0.899 2.969
C 3.312 -1.023 3.562
C 4.498 -0.723 2.809
C 4.758 -0.117 1.580
C 3.859 0.712 0.812
N 2.805 1.206 1.363
H 4.953 -0.314 -2.200
H 5.899 0.567 -0.985
H 5.008 1.447 -2.237
H 2.809 0.067 -3.194
H 2.537 1.785 -2.914
H 0.524 -0.504 -2.801
H 0.524 0.955 -3.817
H 0.200 2.171 -1.685
H -1.708 0.233 -2.607
H -1.890 1.976 -2.560
H -3.216 0.295 -0.916
H -2.872 1.964 -0.502
H -1.659 1.352 1.158
H -2.205 -1.471 0.717
H -3.384 -0.384 1.474
H -1.977 -1.665 3.112
H -1.949 0.083 3.342
H -0.371 -2.337 4.773
H -0.323 -0.660 5.310
H 1.136 -1.662 5.416
H 3.435 -1.399 4.571
H 5.394 -1.131 3.275
H 5.749 -0.319 1.178
C 1.099 -7.838 -3.042
C -0.125 -6.933 -3.185
C -1.339 -7.672 -2.605
C -0.359 -6.676 -4.680
C 0.057 -5.600 -2.461
C -0.951 -4.654 -2.482
C -0.783 -3.442 -1.840
Br -2.291 -2.280 -1.908
C 0.375 -3.048 -1.139
O 0.494 -1.849 -0.598
C 1.386 -4.058 -1.077
C 1.198 -5.266 -1.740
C 2.661 -3.851 -0.258
C 3.440 -2.651 -0.799
C 2.261 -3.643 1.209
C 3.613 -5.051 -0.301
H 0.926 -8.772 -3.580
H 1.295 -8.086 -1.997
H 1.994 -7.372 -3.460
H -1.485 -8.626 -3.118
H -2.253 -7.087 -2.716
H -1.195 -7.871 -1.541
H -0.501 -7.620 -5.211
H 0.496 -6.159 -5.120
H -1.245 -6.061 -4.845
H -1.885 -4.843 -2.995
H 1.990 -5.994 -1.682
H 2.822 -1.765 -0.800
H 3.766 -2.854 -1.825
H 4.322 -2.457 -0.183
H 1.508 -2.863 1.300
H 3.128 -3.354 1.807
H 1.852 -4.574 1.612
H 3.973 -5.256 -1.312
H 3.152 -5.957 0.097
H 4.483 -4.823 0.319
Cl -1.818 2.933 2.969
C -1.446 3.738 1.461
C -2.389 4.637 0.987
C -2.147 5.345 -0.177
C -0.944 5.154 -0.840
C -0.027 4.245 -0.349
Cl 1.491 4.101 -1.206
C -0.223 3.443 0.811
N 0.654 2.467 1.192
H -3.303 4.784 1.546
H -2.875 6.049 -0.553
H -0.709 5.714 -1.735
C 4.124 3.109 2.607
As 2.197 2.882 2.172
C 1.545 2.559 3.963
C 2.060 4.873 2.010
O 2.100 -0.608 1.748
H 4.197 3.922 3.331
H 4.692 3.366 1.714
H 4.496 2.179 3.028
H 2.346 2.676 4.692
H 1.137 1.552 4.018
H 0.747 3.273 4.158
H 2.429 5.288 2.949
H 1.057 5.250 1.827
H 2.722 5.199 1.209
*
```

**Frontier orbital gap**: 0.273 Eh
**E_HOMO**: -7.199 eV

***

These records have F_max values of 0.5; 2.0; 8.8; 1.7 eV/Å, in the order they appear.
These records have energy above the lowest of the compared OMol25 structures with the same formula, charge and spin values of 23.46; 33.68; 643.25; 22.49 kcal per mole, in the order they appear.
These records have energy values of -214766.382; -164315.566; -69152.525; -210304.827 eV, in the order they appear.